# 1
Entry from the Open Molecules 2025 dataset: 2 unconnected molecules or ions with the total composition C37H57ClO6 (ωB97M-V with the def2-TZVPD basis set).

Last columns: bonded neighbours and bond lengths (Å).
Geometry (Å):
1 Cl 4.550 -6.017 -2.117  C16 1.796
2 O -7.122 -1.685 3.899  C34 1.204
3 O 5.680 2.599 -3.231  C17 1.435, H99 0.960
4 O 4.818 -3.468 2.375  C42 1.202
5 O 2.124 -2.065 -1.426  C20 1.204
6 O -6.762 0.090 5.249  C34 1.334, C36 1.428
7 O -8.404 -1.232 5.707  C21 1.435, C34 1.331
8 C 2.196 -4.741 -2.535  C16 1.531, C35 1.524, H47 1.087, H49 1.088
9 C 4.582 -3.988 0.084  C10 1.330, C42 1.483, H69 1.080
10 C 3.873 -3.607 -0.975  C9 1.330, C16 1.507, C20 1.504
11 C 4.684 1.078 0.196  C32 1.416, C39 1.512, C40 1.407
12 C -1.889 3.073 -2.630  C18 1.543, C27 1.551, H59 1.088, H78 1.090
13 C 5.385 -0.726 1.690  C37 1.383, C40 1.399, H57 1.080
14 C 6.112 1.560 2.280  C38 1.519, C40 1.518, H45 1.093, H64 1.084
15 C 3.840 1.835 3.339  C38 1.354, H79 1.085, H94 1.085
16 C 3.663 -4.458 -2.201  Cl1 1.796, C8 1.531, C10 1.507, H48 1.089
17 C 6.431 2.150 -2.094  O3 1.435, C22 1.514, H71 1.092, H85 1.094
18 C -0.819 4.183 -2.683  C12 1.543, C23 1.536, H67 1.090, H93 1.089
19 C 3.968 -1.192 -0.211  C20 1.498, C32 1.408, C37 1.394
20 C 3.208 -2.258 -0.939  O5 1.204, C10 1.504, C19 1.498
21 C -9.185 -2.408 5.446  O7 1.435, C25 1.514, H87 1.090, H89 1.088
22 C 6.082 2.950 -0.857  C17 1.514, C39 1.547, H77 1.091, H81 1.089
23 C 0.195 3.943 -3.812  C18 1.536, C41 1.530, H75 1.092, H90 1.090
24 C 3.204 0.626 -1.824  C28 1.557, C32 1.509, H70 1.088, H86 1.081
25 C -8.480 -3.664 5.912  C21 1.514, H54 1.089, H63 1.091, H91 1.090
26 C -5.612 -1.650 -1.077  C30 1.532, C43 1.530, H72 1.087, H73 1.092
27 C -2.429 2.835 -1.196  C12 1.551, C44 1.546, H82 1.088, H84 1.089
28 C 2.013 1.570 -1.486  C24 1.557, C33 1.548, H88 1.088, H101 1.089
29 C -3.596 0.584 -1.301  C31 1.532, C44 1.554, H83 1.087, H95 1.091
30 C -4.984 -2.623 -0.073  C26 1.532, H50 1.091, H98 1.087, H100 1.089
31 C -4.617 0.546 -0.159  C29 1.532, C43 1.539, H52 1.089, H62 1.093
32 C 3.957 0.161 -0.601  C11 1.416, C19 1.408, C24 1.509
33 C 1.976 2.850 -2.355  C28 1.548, C41 1.545, H61 1.090, H65 1.090
34 C -7.404 -1.011 4.856  O2 1.204, O6 1.334, O7 1.331
35 C 1.342 -5.179 -1.351  C8 1.524, H53 1.090, H55 1.087, H76 1.088
36 C -5.612 0.405 4.462  O6 1.428, H51 1.086, H56 1.088, H97 1.089
37 C 4.687 -1.624 0.902  C13 1.383, C19 1.394, C42 1.490
38 C 5.164 2.117 3.329  C14 1.519, C15 1.354, H46 1.088
39 C 4.768 2.548 -0.146  C11 1.512, C22 1.547, H58 1.089, H96 1.081
40 C 5.364 0.629 1.343  C11 1.407, C13 1.399, C14 1.518
41 C 1.083 2.714 -3.609  C23 1.530, C33 1.545, H74 1.089, H80 1.090
42 C 4.698 -3.073 1.246  O4 1.202, C9 1.483, C37 1.490
43 C -5.880 -0.292 -0.425  C26 1.530, C31 1.539, H68 1.092, H92 1.089
44 C -2.325 1.338 -0.822  C27 1.546, C29 1.554, H60 1.091, H66 1.089
45 H 6.945 1.006 2.719  C14 1.093
46 H 5.561 2.761 4.111  C38 1.088
47 H 1.799 -3.835 -2.986  C8 1.087
48 H 4.090 -3.925 -3.050  C16 1.089
49 H 2.128 -5.501 -3.310  C8 1.088
50 H -5.735 -2.819 0.693  C30 1.091
51 H -5.263 1.383 4.782  C36 1.086
52 H -4.087 0.228 0.738  C31 1.089
53 H 1.449 -6.253 -1.198  C35 1.090
54 H -7.568 -3.834 5.341  C25 1.089
55 H 1.599 -4.683 -0.418  C35 1.087
56 H -5.860 0.444 3.403  C36 1.088
57 H 5.939 -1.054 2.558  C13 1.080
58 H 4.745 3.119 0.781  C39 1.089
59 H -1.484 2.131 -2.992  C12 1.088
60 H -2.273 1.266 0.266  C44 1.091
61 H 1.661 3.669 -1.709  C33 1.090
62 H -4.936 1.580 -0.003  C31 1.093
63 H -8.199 -3.575 6.962  C25 1.091
64 H 6.511 2.414 1.745  C14 1.084
65 H 3.005 3.067 -2.642  C33 1.090
66 H -1.424 0.892 -1.241  C44 1.089
67 H -1.276 5.155 -2.868  C18 1.090
68 H -6.326 -0.500 0.550  C43 1.092
69 H 5.093 -4.935 0.169  C9 1.080
70 H 3.907 1.163 -2.457  C24 1.088
71 H 6.291 1.076 -1.955  C17 1.092
72 H -5.013 -1.585 -1.982  C26 1.087
73 H -6.582 -2.067 -1.356  C26 1.092
74 H 0.511 1.791 -3.522  C41 1.089
75 H -0.382 3.797 -4.728  C23 1.092
76 H 0.288 -4.998 -1.547  C35 1.088
77 H 6.001 3.997 -1.150  C22 1.091
78 H -2.683 3.362 -3.320  C12 1.090
79 H 3.491 0.809 3.283  C15 1.085
80 H 1.755 2.612 -4.461  C41 1.090
81 H 6.936 2.851 -0.187  C22 1.089
82 H -1.891 3.413 -0.448  C27 1.088
83 H -3.303 -0.408 -1.638  C29 1.087
84 H -3.487 3.092 -1.202  C27 1.089
85 H 7.492 2.306 -2.310  C17 1.094
86 H 2.800 -0.196 -2.399  C24 1.081
87 H -9.439 -2.460 4.388  C21 1.090
88 H 1.069 1.037 -1.581  C28 1.088
89 H -10.111 -2.271 6.001  C21 1.088
90 H 0.838 4.819 -3.891  C23 1.090
91 H -9.129 -4.531 5.791  C25 1.090
92 H -6.580 0.270 -1.041  C43 1.089
93 H -0.345 4.231 -1.704  C18 1.089
94 H 3.065 2.595 3.354  C15 1.085
95 H -3.998 1.163 -2.133  C29 1.091
96 H 3.929 2.898 -0.731  C39 1.081
97 H -4.825 -0.327 4.638  C36 1.089
98 H -4.722 -3.571 -0.536  C30 1.087
99 H 5.489 1.821 -3.760  O3 0.960
100 H -4.134 -2.180 0.444  C30 1.089
101 H 2.138 1.861 -0.444  C28 1.089

**Total energy**: -64099.22268 eV
**Charge**: 0
**F_max**: 0.034 Eh/bohr
**SMILES**: C=CCc1cc2c(c(CCCCCCCCCCCCCC)c1CCCO)C(=O)C([C@@H](Cl)CC)=CC2=O.CCOC(=O)OC



# 2
Entry from the Open Molecules 2025 dataset: 3 unconnected molecules or ions with the total composition C37H58F6N2O8S (ωB97M-V with the def2-TZVPD basis set).

Last columns: bonded neighbours and bond lengths (Å).
Geometry (Å):
1 S -0.621 -2.165 0.121  O8 1.519, O11 1.671, O13 1.523, C34 1.850
2 F 0.901 -0.997 4.589  C52 1.424
3 F -0.585 0.536 3.653  C52 1.452
4 F 0.500 3.024 -0.620  C33 1.417
5 F 2.630 3.096 -1.672  C33 1.411
6 F 1.150 1.393 -2.067  C33 1.442
7 F 0.963 -4.857 -0.783  C42 1.462
8 O 0.832 -1.979 -0.279  S1 1.519
9 O -3.896 2.304 3.531  C45 1.425, C53 1.421
10 O -4.612 6.778 3.794  C44 1.430, C48 1.419
11 O -1.086 -1.268 1.452  S1 1.671, C23 1.446
12 O 7.694 -2.466 -3.933  C19 1.419, C46 1.430
13 O -1.423 -1.617 -1.052  S1 1.523
14 O -3.542 -4.016 -0.316  C30 1.419, C35 1.432
15 O 9.052 1.819 -4.559  C28 1.420, C47 1.423
16 N -2.415 4.888 4.470  C25 1.465, C40 1.464, H88 1.015
17 N 6.823 0.238 -3.046  C32 1.465, C37 1.464, H102 1.015
18 C -5.653 -0.723 0.868  C21 1.546, C24 1.617, C49 1.545
19 C 8.406 -2.830 -2.761  O12 1.419, H62 1.094, H91 1.091, H111 1.094
20 C 0.339 -3.088 2.615  C23 1.598, C27 1.607, H61 1.154, H109 1.156
21 C -4.867 -2.054 0.899  C18 1.546, C30 1.542, H74 1.153
22 C -4.521 -2.125 -1.719  C30 1.579, C50 1.596, C54 1.572
23 C -0.591 -1.791 2.705  O11 1.446, C20 1.598, C52 1.630, H86 1.158
24 C -6.153 -0.118 2.282  C18 1.617, H82 1.140, H90 1.157, H101 1.156
25 C -1.853 3.587 4.102  N16 1.465, C45 1.536, H79 1.095, H112 1.095
26 C -2.823 -1.959 -3.818  C50 1.609, H77 1.145, H83 1.144, H104 1.150
27 C -0.288 -4.341 1.828  C20 1.607, C34 1.641, H85 1.160, H107 1.143
28 C 9.506 0.514 -4.888  O15 1.420, H66 1.093, H70 1.092, H105 1.092
29 C 3.674 1.038 0.376  C31 1.556, C36 1.547, H93 1.142
30 C -4.261 -2.792 -0.312  O14 1.419, C21 1.542, C22 1.579
31 C 4.010 0.157 1.613  C29 1.556, C38 1.571, H94 1.144
32 C 6.847 1.649 -3.441  N17 1.465, C47 1.536, H87 1.096, H110 1.095
33 C 1.637 2.302 -1.060  F4 1.417, F5 1.411, F6 1.442, C36 1.610
34 C -1.073 -3.930 0.447  S1 1.850, C27 1.641, C35 1.618, C42 1.621
35 C -2.637 -4.173 0.783  O14 1.432, C34 1.618, H95 1.139, H96 1.159
36 C 2.188 1.410 0.162  C29 1.547, C33 1.610, C43 1.544
37 C 6.123 -0.622 -4.002  N17 1.464, C46 1.528, H57 1.094, H92 1.095
38 C 2.927 -0.381 2.615  C31 1.571, C39 1.575, H103 1.136
39 C 1.411 -0.023 2.379  C38 1.575, C43 1.555, C52 1.602
40 C -2.411 5.856 3.373  N16 1.464, C44 1.529, H67 1.095, H69 1.094
41 C -5.321 -2.558 -4.132  C50 1.639, H65 1.140, H84 1.140, H108 1.159
42 C -0.492 -4.945 -0.675  F7 1.462, C34 1.621, C51 1.597, H78 1.154
43 C 1.125 0.890 1.154  C36 1.544, C39 1.555, H80 1.152
44 C -3.221 7.100 3.739  O10 1.430, C40 1.529, H97 1.096, H99 1.095
45 C -2.627 2.757 3.067  O9 1.425, C25 1.536, H55 1.093, H59 1.096
46 C 6.338 -2.098 -3.667  O12 1.430, C37 1.528, H73 1.095, H75 1.095
47 C 7.649 2.011 -4.700  O15 1.423, C32 1.536, H56 1.095, H60 1.096
48 C -5.157 6.909 5.098  O10 1.419, H58 1.091, H68 1.094, H72 1.094
49 C -5.895 -0.058 -0.506  C18 1.545, C54 1.569, H76 1.145
50 C -4.047 -2.733 -3.116  C22 1.596, C26 1.609, C41 1.639, H81 1.152
51 C -1.052 -4.682 -2.148  C42 1.597, H64 1.159, H71 1.138, H89 1.139
52 C 0.288 -0.590 3.370  F2 1.424, F3 1.452, C23 1.630, C39 1.602
53 C -4.963 3.215 3.305  O9 1.421, H98 1.092, H100 1.093, H106 1.092
54 C -5.325 -0.775 -1.781  C22 1.572, C49 1.569, H63 1.152
55 H -2.041 1.854 2.877  C45 1.093
56 H 7.512 3.084 -4.871  C47 1.095
57 H 5.053 -0.398 -3.973  C37 1.094
58 H -6.231 6.725 5.037  C48 1.091
59 H -2.716 3.263 2.100  C45 1.096
60 H 7.270 1.514 -5.600  C47 1.096
61 H 0.554 -3.434 3.695  C20 1.154
62 H 7.900 -3.646 -2.236  C19 1.094
63 H -5.539 -0.232 -2.773  C54 1.152
64 H -0.488 -5.420 -2.841  C51 1.159
65 H -5.210 -3.191 -5.074  C41 1.140
66 H 8.906 0.051 -5.676  C28 1.093
67 H -2.850 5.426 2.466  C40 1.095
68 H -4.718 6.173 5.778  C48 1.094
69 H -1.380 6.149 3.153  C40 1.094
70 H 9.517 -0.117 -3.998  C28 1.092
71 H -2.159 -4.908 -2.283  C51 1.138
72 H -4.999 7.920 5.485  C48 1.094
73 H 5.710 -2.703 -4.329  C46 1.095
74 H -4.701 -2.532 1.935  C21 1.153
75 H 6.043 -2.320 -2.636  C46 1.095
76 H -6.464 0.935 -0.542  C49 1.145
77 H -1.969 -2.711 -3.951  C26 1.145
78 H -0.692 -6.014 -0.290  C42 1.154
79 H -0.824 3.728 3.754  C25 1.095
80 H 0.019 1.152 0.967  C43 1.152
81 H -3.901 -3.873 -3.038  C50 1.152
82 H -6.988 0.645 2.144  C24 1.140
83 H -3.142 -1.618 -4.862  C26 1.144
84 H -6.326 -2.654 -3.602  C41 1.140
85 H -1.056 -4.825 2.550  C27 1.160
86 H -1.438 -1.991 3.468  C23 1.158
87 H 5.817 2.005 -3.555  C32 1.096
88 H -3.371 4.748 4.782  N16 1.015
89 H -0.727 -3.639 -2.473  C51 1.139
90 H -6.473 -0.995 2.966  C24 1.157
91 H 9.398 -3.172 -3.059  C19 1.091
92 H 6.486 -0.454 -5.021  C37 1.095
93 H 4.439 1.414 -0.384  C29 1.142
94 H 5.097 -0.129 1.827  C31 1.144
95 H -2.864 -3.569 1.721  C35 1.139
96 H -2.700 -5.285 1.104  C35 1.159
97 H -2.862 7.549 4.671  C44 1.096
98 H -5.087 3.871 4.169  C53 1.092
99 H -3.099 7.845 2.945  C44 1.095
100 H -4.822 3.805 2.396  C53 1.093
101 H -5.262 0.377 2.828  C24 1.156
102 H 7.782 -0.085 -2.952  N17 1.015
103 H 3.214 -1.019 3.510  C38 1.136
104 H -2.499 -1.011 -3.253  C26 1.150
105 H 10.535 0.597 -5.243  C28 1.092
106 H -5.882 2.636 3.200  C53 1.092
107 H 0.511 -5.141 1.653  C27 1.143
108 H -5.258 -1.455 -4.484  C41 1.159
109 H 1.371 -2.875 2.142  C20 1.156
110 H 7.277 2.201 -2.599  C32 1.095
111 H 8.522 -1.970 -2.094  C19 1.094
112 H -1.793 3.001 5.025  C25 1.095

**Total energy**: -85795.62135 eV
**Charge**: 0
**F_max**: 0.153 Eh/bohr
**SMILES**: Cc1ccc(C(C)C)c(OC[C@]2([C@@H](C)F)CC[C@@H](C(F)(F)c3cccc(C(F)(F)F)c3)OS2(=O)=O)c1.COCCNCCOC.COCCNCCOC